Formula: C5H14NO
Source: the OMol25 dataset
Level of theory: ωB97M-V/def2-TZVPD

Last columns: bonded neighbours and bond lengths (Å).
Atoms and positions in Å:
1 C 1.188 0.094 -1.087  C2 1.531, N6 1.472, H7 1.100, H8 1.071
2 C -0.306 0.427 -1.069  C1 1.531, C3 1.501, H9 1.098, H10 1.095
3 C -0.694 0.834 0.322  C2 1.501, C4 1.380, C5 1.499
4 C -1.204 -0.113 1.186  C3 1.380, H11 1.081, H12 1.095
5 C -0.553 2.287 0.663  C3 1.499, H13 1.088, H14 1.076, H15 1.101
6 N 1.502 -0.609 0.168  C1 1.472, H16 1.014, H17 1.038, H18 1.023
7 H 1.305 -0.563 -1.961  C1 1.100
8 H 1.812 0.940 -1.293  C1 1.071
9 H -0.770 -0.487 -1.463  C2 1.098
10 H -0.515 1.297 -1.701  C2 1.095
11 H -1.473 -1.133 0.949  C4 1.081
12 H -1.467 0.114 2.225  C4 1.095
13 H -1.026 2.460 1.627  C5 1.088
14 H 0.429 2.692 0.494  C5 1.076
15 H -1.229 2.868 0.015  C5 1.101
16 H 1.443 0.002 0.974  N6 1.014
17 H 0.800 -1.374 0.199  N6 1.038
18 H 2.429 -1.033 0.082  N6 1.023
19 H -0.753 -2.941 0.672  O21 0.968
20 H -0.725 -2.964 -0.896  O21 0.965
21 O -0.195 -2.799 -0.107  H19 0.968, H20 0.965

Maximum force: 2.00 eV/Å
ΔE to the lowest compared entry with this formula, charge and spin: 2.999 eV
Kohn-Sham gap (spin up / spin down): 3.0 / 8.1 eV
Total energy: -328.72690 Ha
Multiplicity: 2